[1]
Computed, not measured: a 2-piece molecular cluster, C4H13NOS2 overall in a non-equilibrium geometry, with ωB97M-V/def2-TZVPD.

Values from the calculation:
Structure (SMILES): CCSSCCN.O
Frontier orbital gap in eV: 9.37
Strongest force on any atom in eV/Å: 5.831
E in hartree: -1086.47981

Positions of all 21 atoms, in Å:
1 N -1.773147 1.148390 3.000279
2 C -1.841824 0.218207 1.835907
3 C -1.945416 0.689111 0.364380
4 S -0.695699 1.915157 0.150784
5 S 1.215860 1.384307 0.389823
6 C 1.976454 0.764468 -1.080049
7 C 2.152496 -0.673773 -1.069389
8 H -2.010807 2.087262 2.885934
9 H -0.847395 1.261957 3.197709
10 H -2.509594 -0.507340 2.092175
11 H -0.920607 -0.327977 1.953988
12 H -2.967277 1.297212 0.267879
13 H -1.994594 -0.202169 -0.281221
14 H 3.095658 1.247059 -0.944592
15 H 1.634907 1.191549 -1.951823
16 H 3.198082 -0.868949 -1.519022
17 H 2.299922 -1.383574 -0.153773
18 H 1.544686 -1.241333 -1.768273
19 H 0.655996 -2.282366 -2.116581
20 H -0.213241 -2.805885 -3.119970
21 O -0.054470 -2.911323 -2.134157

Atoms 1-6, force components in eV/Å:
N -1.792 -1.663 -0.871
C 1.684 1.346 0.366
C -2.281 0.008 2.006
S -0.206 1.939 -1.760
S -0.155 0.062 1.532
C 3.654 1.714 2.720

Here are the natural (NBO) charges for atoms 1 to 8, given in e:
1. N -0.82
2. C -0.24
3. C -0.60
4. S 0.09
5. S 0.11
6. C -0.57
7. C -0.61
8. H 0.35


[2]
Computed, not measured: a 2-piece molecular cluster, C4H13NOS2 overall in a non-equilibrium geometry, with ωB97M-V/def2-TZVPD.

Values from the calculation:
Structure (SMILES): CCNCCSS.O
Frontier orbital gap in eV: 8.90
Strongest force on any atom in eV/Å: 4.782
E in hartree: -1086.51116

Positions of all 21 atoms, in Å:
1 S 1.150650 1.185188 -2.211395
2 S 1.713407 -0.229760 -0.770334
3 C 1.486852 0.247600 0.982921
4 C -0.017566 0.305674 1.442319
5 N -0.953024 0.129324 0.323915
6 C -2.202758 0.843825 0.477793
7 C -3.359070 0.201104 1.183262
8 H -0.083307 1.544846 -1.796394
9 H 1.931703 1.219943 1.206474
10 H 2.030145 -0.496098 1.572836
11 H -0.179465 1.247505 1.963624
12 H -0.126895 -0.413825 2.260092
13 H -1.075539 -0.875067 0.276699
14 H -2.038223 1.918563 0.500460
15 H -2.619469 0.959320 -0.578872
16 H -4.229723 -0.141474 0.664427
17 H -3.684646 0.904371 1.971205
18 H -2.971762 -0.619814 1.824524
19 H 0.311114 -3.571921 0.425435
20 H 0.137731 -2.260230 1.193849
21 O 0.033283 -3.202807 1.277708

Atoms 1-6, force components in eV/Å:
S 0.179 0.273 0.924
S 0.086 -0.601 0.016
C -0.833 1.025 -0.159
C 0.753 0.050 0.014
N 0.672 0.183 1.440
C -1.206 0.049 -4.627

Here are the natural (NBO) charges for atoms 1 to 8, given in e:
1. S -0.13
2. S 0.07
3. C -0.55
4. C -0.25
5. N -0.63
6. C -0.25
7. C -0.65
8. H 0.14


[3]
Computed, not measured: a 2-piece molecular cluster, C4H13NP overall in a non-equilibrium geometry, with ωB97M-V/def2-TZVPD.

Values from the calculation:
Net charge: +1
Frontier orbital gap in eV: 9.72
Strongest force on any atom in eV/Å: 6.276
E in hartree: -555.90742

Positions of all 19 atoms, in Å:
1 C 2.709060 -0.054753 -0.137793
2 C -1.937539 1.086756 -0.210383
3 C 1.321166 -0.637236 0.236315
4 C -1.014469 -0.037583 0.209473
5 N 0.325994 0.226332 -0.338733
6 P -1.585864 -1.734417 0.309916
7 H 3.474620 -0.532271 0.462630
8 H 3.066045 0.032610 -1.207393
9 H 2.698615 1.066291 0.218015
10 H -2.676979 1.438770 0.460540
11 H -2.501308 0.886396 -1.106470
12 H -1.489005 2.032546 -0.400859
13 H 1.250759 -0.485795 1.331634
14 H 1.112878 -1.679494 0.078654
15 H -0.360358 0.502925 1.736134
16 H 0.330936 -0.130171 -1.291762
17 H 0.525052 1.277655 -0.303634
18 H -2.367960 -1.718927 -0.964749
19 H -2.881638 -1.539634 0.918462

Atoms 1-6, force components in eV/Å:
C 0.164 2.082 -0.024
C -0.283 -0.142 -0.598
C 3.159 1.272 1.969
C 0.453 4.641 4.200
N -1.122 -0.283 -1.437
P -1.727 -1.595 -0.860

Here are the natural (NBO) charges for atoms 1 to 8, given in e:
1. C -0.64
2. C -0.71
3. C -0.25
4. C -0.22
5. N -0.56
6. P 0.31
7. H 0.26
8. H 0.24


[4]
Computed, not measured: a 2-piece molecular cluster, C4H13NS overall in a non-equilibrium geometry, with ωB97M-V/def2-TZVPD.

Values from the calculation:
Structure (SMILES): CNC.CSC
Frontier orbital gap in eV: 8.72
Strongest force on any atom in eV/Å: 1.223
E in hartree: -613.09229

Positions of all 19 atoms, in Å:
1 C 2.734520 2.057781 -0.237436
2 S 3.025439 0.657016 -1.364788
3 C 4.689798 1.028189 -1.965684
4 H 1.654174 2.080454 -0.080913
5 H 3.260297 1.972344 0.708755
6 H 3.086812 2.943563 -0.748180
7 H 5.217339 0.076890 -2.079680
8 H 5.281500 1.629961 -1.270419
9 H 4.625143 1.519332 -2.933907
10 C -3.605828 -0.216567 1.468483
11 N -2.841657 -1.378506 1.118802
12 C -3.345533 -2.563187 0.428686
13 H -3.661161 -0.068747 2.555921
14 H -4.618035 -0.352074 1.095564
15 H -3.169405 0.695639 1.079112
16 H -1.912722 -1.505152 1.476475
17 H -3.022550 -3.454918 0.956847
18 H -4.437000 -2.493951 0.377383
19 H -2.961131 -2.628062 -0.585014

Atoms 1-6, force components in eV/Å:
C 0.039 -0.382 -0.488
S 0.035 0.027 0.460
C 0.201 -0.262 -0.032
H 0.190 0.219 0.061
H 0.003 -0.215 0.078
H -0.237 0.389 -0.005

Here are the natural (NBO) charges for atoms 1 to 8, given in e:
1. C -0.73
2. S 0.17
3. C -0.75
4. H 0.23
5. H 0.21
6. H 0.21
7. H 0.23
8. H 0.22


[5]
Computed, not measured: a 2-piece molecular cluster, C4H13OP5 overall in a non-equilibrium geometry, with ωB97M-V/def2-TZVPD.

Values from the calculation:
Frontier orbital gap (spin up / spin down) in eV: 6.13 / 7.62
Strongest force on any atom in eV/Å: 4.211
E in hartree: -1942.04964

Positions of all 23 atoms, in Å:
1 C 1.877578 -2.465123 -0.083155
2 C 0.511987 0.359608 -2.327653
3 C 0.987750 3.653684 1.339546
4 C -2.564091 -3.318955 -0.588901
5 O 0.456999 -2.359679 -0.268512
6 P -1.185345 0.305498 -1.540639
7 P -1.040393 1.730133 0.214056
8 P 0.384293 0.356718 1.284769
9 P 0.342123 3.343484 -0.498607
10 P -0.616453 -1.175215 0.142400
11 H 2.277006 -1.936338 0.859579
12 H 2.215578 -1.875676 -0.893587
13 H 2.246936 -3.431503 -0.100887
14 H 1.062775 0.454717 -1.437362
15 H 0.877739 -0.617123 -2.929685
16 H 0.731989 1.197913 -2.918799
17 H 1.789607 2.962130 1.576428
18 H 0.145799 3.653937 2.020677
19 H 1.436133 4.595576 1.411401
20 H -3.122734 -3.427298 0.268246
21 H -2.763300 -2.639118 -1.402042
22 H -1.693244 -3.932327 -0.544857
23 H -0.775228 4.219363 -0.519612

Atoms 1-6, force components in eV/Å:
C -0.599 3.907 1.453
C 0.083 -2.868 -0.616
C -1.020 -0.665 -1.621
C 1.329 0.218 -0.973
O -0.678 -0.657 0.602
P 0.074 -0.710 -0.399

Here are the natural (NBO) charges for atoms 1 to 8, given in e:
1. C -0.23
2. C -0.93
3. C -0.86
4. C -0.52
5. O -0.84
6. P 0.25
7. P -0.07
8. P -0.15


[6]
Computed, not measured: one molecule with the formula C4H13P3 in a non-equilibrium geometry, with ωB97M-V/def2-TZVPD.

Values from the calculation:
<S²>: 2.01
Multiplicity: 3
Frontier orbital gap (spin up / spin down) in eV: 5.34 / 7.80
Strongest force on any atom in eV/Å: 5.219
E in hartree: -1184.03999

Positions of all 20 atoms, in Å:
1 C 1.553314 0.975799 -0.958181
2 C 0.774102 -2.868637 0.243269
3 C -0.080600 0.984945 1.796834
4 C 0.010100 0.872597 -1.196386
5 P -1.147350 -2.247671 0.155185
6 P -2.869893 0.671414 0.164825
7 P -0.861992 -0.149628 0.051866
8 H 2.193312 0.967811 -1.768000
9 H 1.791334 1.881363 -0.341678
10 H 1.863910 0.151946 -0.150158
11 H 0.891222 -3.597404 0.979991
12 H 1.048844 -3.341730 -0.784905
13 H 1.347515 -2.037754 0.499651
14 H -0.979900 1.695601 2.066704
15 H 0.286431 0.310647 2.615614
16 H 0.649844 1.596220 1.441205
17 H -0.181073 0.412350 -2.163916
18 H -0.457695 1.894282 -1.166603
19 H -2.504956 1.783138 -0.515334
20 H -3.326471 0.044709 -0.969989

Atoms 1-6, force components in eV/Å:
C -1.188 -0.747 5.027
C -2.402 -0.035 -3.069
C -3.909 -0.486 1.518
C 0.673 0.843 -0.947
P 0.797 -2.581 -0.530
P -0.398 -1.034 1.432

Here are the natural (NBO) charges for atoms 1 to 8, given in e:
1. C -0.61
2. C -0.89
3. C -0.84
4. C -0.75
5. P 0.27
6. P 0.07
7. P 0.43
8. H 0.22